Formula: C5H11NO
Source: the OMol25 dataset
Level of theory: ωB97M-V/def2-TZVPD

```
18
Properties=species:S:1:pos:R:3
C -2.089 -0.179 -0.855
C -1.541 0.891 0.085
C -0.630 0.311 1.167
N 0.482 -0.481 0.652
C 1.510 0.164 0.037
C 2.698 -0.649 -0.434
O 1.497 1.378 -0.111
H -2.945 0.188 -1.430
H -1.324 -0.506 -1.567
H -2.419 -1.062 -0.293
H -0.984 1.648 -0.477
H -2.359 1.411 0.599
H -0.208 1.134 1.754
H -1.218 -0.322 1.842
H 0.475 -1.488 0.716
H 2.824 -0.481 -1.507
H 2.649 -1.724 -0.238
H 3.581 -0.234 0.060
```

Values from the calculation:
E (Eh): -327.12838
Net charge: 0
Molecular weight (g mol⁻¹): 101.15
SMILES: CCCNC(C)=O

***

Formula: C5H11NO
Source: the OMol25 dataset
Level of theory: ωB97M-V/def2-TZVPD

```
18
Properties=species:S:1:pos:R:3
C 0.091 2.251 0.451
C 0.452 0.936 1.123
N -0.117 -0.178 0.372
C 0.534 -1.451 0.491
C 0.693 -0.634 -0.751
C -0.037 -1.005 -2.001
O -1.120 -1.538 -2.014
H 0.494 3.101 1.011
H -0.996 2.355 0.384
H 0.498 2.290 -0.566
H 1.549 0.841 1.218
H 0.034 0.894 2.135
H 1.411 -1.531 1.136
H -0.122 -2.319 0.465
H 1.660 -0.149 -0.897
H 0.491 -0.769 -2.948
H -3.042 -1.766 0.298
H -2.474 -1.329 0.094
```

Values from the calculation:
E (Eh): -327.01567
Net charge: 0
Molecular weight (g mol⁻¹): 101.15
SMILES: CCN1C[C@H]1C=O.[H][H]

***

Formula: C5H11NO
Source: the OMol25 dataset
Level of theory: ωB97M-V/def2-TZVPD

```
18
Properties=species:S:1:pos:R:3
C 2.213 1.545 -0.734
N 1.525 0.399 -0.147
C 0.310 0.791 0.623
C -0.974 0.835 -0.221
C -1.713 -0.514 -0.430
C -1.353 -1.555 0.595
O -0.374 -2.246 0.532
H 2.517 2.231 0.053
H 3.134 1.184 -1.176
H 1.662 2.107 -1.492
H 1.203 -0.178 -0.921
H 0.472 1.807 0.998
H 0.269 0.093 1.449
H -1.641 1.570 0.208
H -0.681 1.179 -1.210
H -1.458 -0.908 -1.410
H -2.784 -0.338 -0.390
H -2.038 -1.630 1.459
```

Values from the calculation:
E (Eh): -327.06592
Net charge: 0
Molecular weight (g mol⁻¹): 101.15
SMILES: CNCCCC=O

***

Formula: C5H11NO
Source: the OMol25 dataset
Level of theory: ωB97M-V/def2-TZVPD

```
18
Properties=species:S:1:pos:R:3
C 2.864 0.517 -0.221
N 1.421 0.228 -0.426
C 0.536 -0.148 0.504
O 0.613 -0.392 1.685
C -0.936 -0.180 -0.315
C -1.588 -1.499 0.035
C -1.638 1.060 0.216
H 3.133 1.521 -0.571
H 3.518 -0.203 -0.725
H 3.101 0.475 0.855
H 0.596 0.091 -1.093
H -0.997 -0.095 -1.444
H -1.467 -1.643 1.110
H -1.103 -2.337 -0.483
H -2.652 -1.510 -0.217
H -2.687 1.115 -0.090
H -1.583 1.027 1.306
H -1.131 1.972 -0.127
```

Values from the calculation:
E (Eh): -327.05769
Net charge: 0
Molecular weight (g mol⁻¹): 101.15
SMILES: CNC(=O)C(C)C

***

no.,gap between HOMO and LUMO (eV),HOMO level (eV),LUMO energy (eV)
1,10.456,-9.58,0.88
2,10.458,-9.55,0.91
3,9.686,-8.82,0.86
4,10.447,-9.56,0.88